{
  "formula": "C20H22BrN4OPt",
  "method": "ωB97M-V with the def2-TZVPD basis set",
  "symbols": ["Pt", "Br", "C", "C", "C", "C", "O", "C", "C", "N", "C", "C", "C", "C", "C", "C", "C", "C", "N", "C", "C", "H", "H", "H", "H", "H", "H", "H", "H", "H", "H", "N", "C", "C", "C", "C", "N", "H", "H", "H", "H", "H", "H", "H", "H", "H", "H", "H", "H"],
  "positions_angstrom": [[-0.05629, -0.05306, 0.83435], [-6.15137, -0.66944, -3.27649], [-4.66823, -0.84229, -2.12330], [-4.30659, -2.10982, -1.63929], [-3.23797, -2.25103, -0.79587], [-2.46258, -1.14371, -0.38584], [-1.47525, -1.38448, 0.43538], [-2.82779, 0.13553, -0.88715], [-2.16466, 1.35670, -0.56990], [-1.08313, 1.48451, 0.12990], [-0.50187, 2.74410, 0.42407], [-1.06827, 3.97372, 0.21897], [-0.34576, 5.14526, 0.52575], [0.92091, 5.08166, 1.03175], [1.51944, 3.82502, 1.28296], [2.82230, 3.66862, 1.80885], [3.31242, 2.41426, 2.02818], [2.50000, 1.30215, 1.75292], [1.28252, 1.40881, 1.26964], [0.78805, 2.66201, 0.99892], [-3.94548, 0.25149, -1.75218], [-4.87864, -2.97786, -1.93833], [-2.95961, -3.22483, -0.41602], [-2.61741, 2.25969, -0.96923], [-2.07204, 4.06769, -0.17107], [-0.81272, 6.10522, 0.35480], [1.47337, 5.98356, 1.25932], [3.41415, 4.54605, 2.03617], [4.30512, 2.25360, 2.42204], [2.85521, 0.30131, 1.95278], [-4.22195, 1.23138, -2.12051], [0.89338, -1.30250, -1.74805], [0.73858, -2.75783, -1.64026], [2.01655, -3.39691, -1.09930], [2.11356, -3.61461, 0.40990], [2.18017, -2.40058, 1.32778], [0.84677, -1.79321, 1.60997], [0.10517, -0.89828, -2.24158], [1.71418, -1.09230, -2.30556], [0.48609, -3.21585, -2.60200], [-0.10035, -2.96251, -0.96774], [2.87280, -2.80148, -1.43465], [2.14240, -4.37776, -1.56086], [3.02902, -4.18226, 0.59265], [1.29662, -4.26229, 0.74896], [2.85213, -1.64912, 0.91212], [2.59604, -2.72391, 2.28291], [0.75706, -1.63729, 2.61071], [0.12396, -2.47712, 1.38342]],
  "mulliken_charge": [0.93, -0.18, -0.30, -0.38, -0.41, 0.31, -1.04, 0.16, 0.52, -0.10, 0.82, -0.73, -0.92, -0.85, 0.78, -0.53, -0.97, 0.37, -0.15, 0.12, -0.74, 0.44, 0.46, 0.23, 0.36, 0.40, 0.41, 0.45, 0.40, 0.36, 0.45, -0.44, -0.24, -0.77, -0.96, -0.48, -0.60, 0.20, 0.22, 0.51, 0.03, 0.34, 0.32, 0.41, 0.37, 0.23, 0.44, 0.43, 0.34],
  "charge": 1,
  "homo_energy_ev": -10.643,
  "max_force_ha_per_bohr": 0.008
}

{
  "formula": "C20H22ClN3O4",
  "method": "ωB97M-V with the def2-TZVPD basis set",
  "symbols": ["C", "N", "C", "O", "C", "C", "C", "C", "C", "C", "O", "C", "C", "N", "C", "C", "O", "H", "H", "H", "H", "H", "H", "H", "H", "H", "H", "H", "H", "H", "H", "H", "H", "O", "C", "N", "C", "C", "C", "C", "C", "Cl", "C", "C", "H", "H", "H", "H", "H", "H"],
  "positions_angstrom": [[-1.13358, 0.52351, 2.49000], [-0.48171, -0.47423, 1.63826], [0.09276, -0.31225, 0.43791], [0.55747, -1.30199, -0.10937], [0.18663, 1.09023, -0.22209], [0.96736, 1.16307, -1.55616], [2.46949, 0.93343, -1.49089], [2.99980, -0.33454, -1.79876], [4.38218, -0.57538, -1.68417], [5.24113, 0.45691, -1.24994], [6.57172, 0.22550, -1.10536], [4.71635, 1.73370, -0.96538], [3.33628, 1.97647, -1.10389], [0.59228, 2.19551, 0.66576], [1.56808, 2.27388, 1.57611], [2.42950, 1.08327, 1.96046], [1.75959, 3.34192, 2.13481], [-1.65374, 1.26808, 1.88714], [-1.85734, 0.03313, 3.14307], [-0.39473, 1.02190, 3.11889], [-0.48809, -1.42814, 1.97141], [-0.84679, 1.30798, -0.49117], [0.79636, 2.14652, -1.99633], [0.53217, 0.43674, -2.24393], [2.33539, -1.13732, -2.09051], [4.77696, -1.55450, -1.90420], [6.80668, -0.67264, -1.33778], [5.38278, 2.51856, -0.64143], [2.94013, 2.95783, -0.88157], [0.10752, 3.06873, 0.53698], [1.92183, 0.49786, 2.72244], [3.37074, 1.45433, 2.36246], [2.64512, 0.45545, 1.10167], [-3.17354, -2.12270, 2.69244], [-3.21951, -2.30450, 1.48723], [-2.93811, -3.51261, 0.90694], [-3.24785, -3.50021, -0.52122], [-3.61109, -2.05289, -0.74276], [-3.93285, -1.38207, -1.92745], [-4.23750, -0.01326, -1.88191], [-4.23324, 0.67687, -0.66068], [-4.60374, 2.38099, -0.61043], [-3.92566, -0.00726, 0.52052], [-3.60006, -1.36545, 0.46335], [-3.08213, -4.34012, 1.47705], [-2.37908, -3.78872, -1.12296], [-4.08995, -4.15855, -0.75994], [-3.93948, -1.91454, -2.87430], [-4.47962, 0.52142, -2.79571], [-3.93689, 0.51011, 1.47536]],
  "mulliken_charge": [-1.09, 0.12, 0.16, -0.73, 0.16, -1.76, 0.08, -0.32, -0.62, 0.94, -0.55, -0.90, -0.04, 0.04, 0.61, -0.85, -0.70, 0.33, 0.37, 0.36, 0.32, 0.34, 0.52, 0.46, 0.35, 0.28, 0.28, 0.43, 0.39, 0.24, 0.25, 0.34, 0.18, -0.67, -0.34, -0.10, -0.65, 0.22, -0.72, -0.50, 0.12, -0.22, -0.55, 1.02, 0.28, 0.30, 0.32, 0.44, 0.45, 0.61],
  "smiles": "CNC(=O)[C@H](Cc1ccc(O)cc1)NC(C)=O.O=C1NCc2ccc(Cl)cc21",
  "homo_energy_ev": -8.301,
  "max_force_ha_per_bohr": 0.047
}

{
  "formula": "C20H22F3N3S",
  "method": "ωB97M-V with the def2-TZVPD basis set",
  "symbols": ["C", "C", "C", "C", "C", "C", "N", "C", "S", "N", "C", "C", "N", "C", "C", "C", "C", "C", "C", "F", "F", "F", "C", "C", "C", "C", "C", "H", "H", "H", "H", "H", "H", "H", "H", "H", "H", "H", "H", "H", "H", "H", "H", "H", "H", "H", "H", "H", "H"],
  "positions_angstrom": [[1.14613, 6.04802, -2.60418], [1.79883, 4.72935, -2.99769], [1.62242, 3.59997, -2.01657], [2.11480, 2.34186, -2.35451], [1.99213, 1.26262, -1.50424], [1.35392, 1.41618, -0.27520], [1.21126, 0.36510, 0.63733], [1.33026, -0.97926, 0.44261], [1.88325, -1.89746, 1.70521], [0.98262, -1.51034, -0.76036], [1.09580, -2.94312, -0.93185], [-0.12087, -3.64751, -0.28218], [-1.23412, -2.71870, -0.21018], [-1.60809, -2.18233, 1.00782], [-2.03596, -0.85764, 1.15617], [-2.42658, -0.36508, 2.38625], [-2.41209, -1.16624, 3.51232], [-2.01482, -2.48949, 3.36946], [-2.06102, -3.38820, 4.57020], [-3.32304, -3.78974, 4.84555], [-1.34258, -4.51098, 4.43193], [-1.62024, -2.78692, 5.68732], [-1.63207, -3.00059, 2.14436], [-1.32365, -1.93309, -1.41692], [-0.11250, -0.97142, -1.54539], [0.87616, 2.67347, 0.08086], [1.00877, 3.74709, -0.78002], [0.07466, 5.92362, -2.46421], [1.57938, 6.43869, -1.68650], [1.30286, 6.78300, -3.39054], [1.39742, 4.40740, -3.96349], [2.87194, 4.89190, -3.14004], [2.61595, 2.20949, -3.30288], [2.40754, 0.30541, -1.77790], [1.29007, 0.62532, 1.61228], [1.14255, -3.13833, -2.00605], [2.02003, -3.28345, -0.46523], [0.15369, -3.96773, 0.71995], [-0.40917, -4.52387, -0.87237], [-2.05626, -0.18656, 0.31259], [-2.73762, 0.66567, 2.46722], [-2.70153, -0.78365, 4.47761], [-1.36109, -4.04155, 2.07516], [-2.26331, -1.38158, -1.43772], [-1.33182, -2.63856, -2.25318], [0.19854, -0.88435, -2.59204], [-0.36833, 0.02176, -1.18212], [0.40007, 2.80582, 1.04185], [0.62571, 4.70599, -0.47048]],
  "mulliken_charge": [-1.48, 0.01, 0.38, -1.08, 0.03, -0.04, 0.11, 0.13, -0.28, 0.11, -1.20, -0.78, 0.04, 0.95, -0.28, -1.04, -0.85, 0.10, 0.83, -0.26, -0.28, -0.28, -0.51, -1.22, -0.54, -0.88, -0.45, 0.37, 0.34, 0.37, 0.33, 0.30, 0.40, 0.52, 0.32, 0.38, 0.58, 0.34, 0.38, 0.32, 0.42, 0.43, 0.59, 0.47, 0.36, 0.41, 0.35, 0.41, 0.35],
  "smiles": "CCc1ccc(NC(=S)N2CCN(c3cccc(C(F)(F)F)c3)CC2)cc1",
  "homo_energy_ev": -7.990,
  "max_force_ha_per_bohr": 0.011
}

{
  "formula": "C20H22F4N3",
  "method": "ωB97M-V with the def2-TZVPD basis set",
  "symbols": ["F", "C", "C", "C", "F", "C", "C", "C", "C", "C", "C", "C", "C", "F", "C", "C", "F", "C", "C", "H", "H", "H", "H", "H", "H", "H", "H", "H", "C", "N", "C", "C", "N", "N", "C", "C", "H", "H", "H", "H", "H", "H", "H", "H", "H", "H", "H", "H", "H"],
  "positions_angstrom": [[-0.80940, -0.76584, 5.83047], [-0.02186, -0.09174, 4.92525], [0.85203, 0.87996, 5.41504], [1.59574, 1.55268, 4.43930], [2.41843, 2.57116, 4.85227], [1.60480, 1.19492, 3.09770], [0.75943, 0.17253, 2.64019], [0.71347, -0.14489, 1.17905], [0.02320, -1.35646, 0.76394], [0.48349, -2.16214, -0.25863], [-0.14849, -3.33714, -0.80634], [0.24769, -3.89441, -2.04850], [-0.37217, -5.03971, -2.51568], [-0.01521, -5.54595, -3.74698], [-1.40999, -5.68425, -1.83726], [-1.76435, -5.13283, -0.60477], [-2.77051, -5.74469, 0.11001], [-1.19029, -3.97557, -0.09252], [-0.07404, -0.47009, 3.58235], [0.92122, 1.11523, 6.47715], [2.22004, 1.72070, 2.37156], [1.64391, 0.03708, 0.64442], [-0.83663, -1.65169, 1.37712], [1.45128, -1.90697, -0.68486], [1.01132, -3.40497, -2.64528], [-1.86614, -6.58936, -2.22205], [-1.52975, -3.57482, 0.85731], [-0.77485, -1.23500, 3.26019], [0.24021, 1.98529, -3.51841], [0.60676, 1.67692, -2.14783], [1.72564, 0.77680, -1.98917], [0.05930, 2.12539, -1.00362], [0.38648, 1.51792, 0.15305], [-0.73822, 3.25533, -1.06983], [-1.73088, 3.42247, -2.12254], [-0.86069, 4.17970, 0.04311], [0.36268, 3.02821, -3.80706], [0.92781, 1.37807, -4.10014], [-0.76920, 1.66142, -3.75463], [2.43082, 1.18578, -1.25081], [1.37450, -0.19643, -1.61926], [2.22463, 0.66274, -2.95189], [0.08189, 2.07365, 0.94161], [-2.16452, 2.46061, -2.44642], [-2.53384, 4.02833, -1.69919], [-1.30353, 3.96399, -2.97796], [0.01118, 4.06700, 0.68803], [-0.91073, 5.20659, -0.34339], [-1.78267, 4.00448, 0.61592]],
  "mulliken_charge": [-0.29, 0.27, -0.60, 0.26, -0.29, -0.69, 0.39, 0.21, -0.60, -0.11, 0.46, -0.66, 0.30, -0.29, -0.64, 0.39, -0.30, -0.92, -0.79, 0.48, 0.54, 0.45, 0.26, 0.86, 0.44, 0.48, 0.47, 0.45, -0.88, 0.17, -1.00, 0.42, -0.37, 0.12, -1.10, -1.28, 0.31, 0.30, 0.36, 0.35, 0.13, 0.46, 0.13, 0.40, 0.40, 0.27, 0.49, 0.40, 0.38],
  "charge": 1,
  "homo_energy_ev": -12.000,
  "max_force_ha_per_bohr": 0.044
}

What did the third record say?
{
  "formula": "C20H22F3N3S",
  "method": "ωB97M-V with the def2-TZVPD basis set",
  "symbols": ["C", "C", "C", "C", "C", "C", "N", "C", "S", "N", "C", "C", "N", "C", "C", "C", "C", "C", "C", "F", "F", "F", "C", "C", "C", "C", "C", "H", "H", "H", "H", "H", "H", "H", "H", "H", "H", "H", "H", "H", "H", "H", "H", "H", "H", "H", "H", "H", "H"],
  "positions_angstrom": [[1.14613, 6.04802, -2.60418], [1.79883, 4.72935, -2.99769], [1.62242, 3.59997, -2.01657], [2.11480, 2.34186, -2.35451], [1.99213, 1.26262, -1.50424], [1.35392, 1.41618, -0.27520], [1.21126, 0.36510, 0.63733], [1.33026, -0.97926, 0.44261], [1.88325, -1.89746, 1.70521], [0.98262, -1.51034, -0.76036], [1.09580, -2.94312, -0.93185], [-0.12087, -3.64751, -0.28218], [-1.23412, -2.71870, -0.21018], [-1.60809, -2.18233, 1.00782], [-2.03596, -0.85764, 1.15617], [-2.42658, -0.36508, 2.38625], [-2.41209, -1.16624, 3.51232], [-2.01482, -2.48949, 3.36946], [-2.06102, -3.38820, 4.57020], [-3.32304, -3.78974, 4.84555], [-1.34258, -4.51098, 4.43193], [-1.62024, -2.78692, 5.68732], [-1.63207, -3.00059, 2.14436], [-1.32365, -1.93309, -1.41692], [-0.11250, -0.97142, -1.54539], [0.87616, 2.67347, 0.08086], [1.00877, 3.74709, -0.78002], [0.07466, 5.92362, -2.46421], [1.57938, 6.43869, -1.68650], [1.30286, 6.78300, -3.39054], [1.39742, 4.40740, -3.96349], [2.87194, 4.89190, -3.14004], [2.61595, 2.20949, -3.30288], [2.40754, 0.30541, -1.77790], [1.29007, 0.62532, 1.61228], [1.14255, -3.13833, -2.00605], [2.02003, -3.28345, -0.46523], [0.15369, -3.96773, 0.71995], [-0.40917, -4.52387, -0.87237], [-2.05626, -0.18656, 0.31259], [-2.73762, 0.66567, 2.46722], [-2.70153, -0.78365, 4.47761], [-1.36109, -4.04155, 2.07516], [-2.26331, -1.38158, -1.43772], [-1.33182, -2.63856, -2.25318], [0.19854, -0.88435, -2.59204], [-0.36833, 0.02176, -1.18212], [0.40007, 2.80582, 1.04185], [0.62571, 4.70599, -0.47048]],
  "mulliken_charge": [-1.48, 0.01, 0.38, -1.08, 0.03, -0.04, 0.11, 0.13, -0.28, 0.11, -1.20, -0.78, 0.04, 0.95, -0.28, -1.04, -0.85, 0.10, 0.83, -0.26, -0.28, -0.28, -0.51, -1.22, -0.54, -0.88, -0.45, 0.37, 0.34, 0.37, 0.33, 0.30, 0.40, 0.52, 0.32, 0.38, 0.58, 0.34, 0.38, 0.32, 0.42, 0.43, 0.59, 0.47, 0.36, 0.41, 0.35, 0.41, 0.35],
  "smiles": "CCc1ccc(NC(=S)N2CCN(c3cccc(C(F)(F)F)c3)CC2)cc1",
  "homo_energy_ev": -7.990,
  "max_force_ha_per_bohr": 0.011
}